DFT (ωB97M-V with the def2-TZVPD basis set) results for a cluster of 2 separate species, C4H12N3 in total.

Cartesian coordinates (Å):
1 N 0.914 -2.946 -1.758
2 N -1.254 -0.720 0.314
3 N -0.385 1.970 1.223
4 C -1.147 2.955 1.045
5 C 1.036 2.243 1.377
6 C -0.237 -1.385 -0.293
7 C -0.321 -2.241 -1.312
8 H -0.786 3.983 0.973
9 H -0.963 0.160 0.760
10 H 0.739 -3.942 -1.895
11 H 0.732 -1.244 0.184
12 H 1.609 1.529 0.792
13 H -1.190 -2.522 -1.881
14 H 1.308 3.248 1.067
15 H -2.074 -0.599 -0.265
16 H 1.316 2.114 2.430
17 H 1.660 -2.839 -1.071
18 H -2.218 2.798 0.951
19 H 1.260 -2.561 -2.642

- highest occupied orbital energy (eV) = -12.771
- frontier orbital gap (eV) = 9.3
- charge = +1
- relative energy (zero: lowest compared OMol25 entry of this formula, charge and spin) (kJ/mol) = 245.19
- lowest unoccupied orbital energy (eV) = -3.4



DFT (ωB97M-V with the def2-TZVPD basis set) results for a structure of composition C17H24N2O6.

Cartesian coordinates (Å):
1 O 6.114 -0.645 0.260
2 O -1.148 -0.125 -2.965
3 O 2.930 -0.839 -1.209
4 O -3.924 -0.212 2.175
5 O -6.362 0.762 -1.956
6 O 1.617 -0.699 0.344
7 N -0.244 0.460 -1.315
8 N 4.159 -0.669 1.628
9 C 3.967 -1.544 -0.532
10 C -5.193 -0.474 2.706
11 C -2.640 0.060 0.054
12 C -5.068 0.481 -1.408
13 C 5.376 1.646 2.178
14 C 5.908 -0.656 3.228
15 C 4.847 -0.856 0.515
16 C -6.178 1.161 -3.395
17 C -3.954 -0.066 0.678
18 C -5.141 0.045 -0.187
19 C 3.627 0.663 3.681
20 C 4.854 0.335 2.374
21 C -2.631 0.093 -1.163
22 C -1.317 0.236 -1.686
23 C 1.919 -0.391 -0.888
24 C -3.726 0.412 -1.918
25 C 1.089 0.312 -1.647
26 H 6.295 0.043 4.099
27 H 4.083 1.339 4.319
28 H 6.240 1.356 1.319
29 H 3.460 -2.266 0.073
30 H -7.312 1.246 -3.733
31 H -0.400 0.683 -0.050
32 H 1.663 1.538 -1.716
33 H -6.196 0.248 0.285
34 H -3.646 0.723 -3.051
35 H 6.698 -0.801 2.478
36 H 2.900 1.241 3.144
37 H -5.216 -0.792 3.651
38 H 4.603 -2.218 -1.349
39 H 3.126 -0.595 1.531
40 H -5.876 -1.322 2.353
41 H 4.676 2.049 1.490
42 H 3.331 -0.101 3.913
43 H 5.924 2.452 2.814
44 H -5.770 0.136 -3.874
45 H 5.476 -1.459 3.522
46 H 1.115 0.099 -2.484
47 H -5.638 2.022 -3.753
48 H -1.975 -0.220 0.674
49 H -5.716 0.501 2.597

- highest occupied orbital energy (eV) = -8.640
- frontier orbital gap (eV) = 8.7
- relative energy (zero: lowest compared OMol25 entry of this formula, charge and spin) (kJ/mol) = 1951.15
- lowest unoccupied orbital energy (eV) = 0.0



DFT (ωB97M-V with the def2-TZVPD basis set) results for a structure of composition C6H12O2.

Cartesian coordinates (Å):
1 O -0.797 2.186 -0.690
2 O 2.068 -1.509 0.388
3 C -0.518 0.851 -0.679
4 C 1.538 1.189 0.705
5 C -0.108 -2.113 -0.041
6 C 0.785 -1.127 0.077
7 C -1.503 0.126 -1.541
8 C 0.526 0.317 -0.014
9 H -1.158 -1.950 -0.155
10 H -1.587 -0.505 1.932
11 H -2.129 -0.368 2.473
12 H 2.394 1.418 0.059
13 H -1.862 0.825 -2.294
14 H -2.361 -0.205 -0.960
15 H -0.163 2.687 -0.157
16 H 1.112 2.138 1.032
17 H 1.897 0.687 1.603
18 H 0.227 -3.128 0.069
19 H 2.682 -0.785 0.213
20 H -1.044 -0.733 -2.021

- highest occupied orbital energy (eV) = -7.962
- frontier orbital gap (eV) = 8.6
- relative energy (zero: lowest compared OMol25 entry of this formula, charge and spin) (kJ/mol) = 257.41
- lowest unoccupied orbital energy (eV) = 0.6



DFT (ωB97M-V with the def2-TZVPD basis set) results for a cluster of 7 separate species, C24H38FO17S in total.

Cartesian coordinates (Å):
1 S 1.478 1.896 -2.540
2 F -0.817 -0.115 -0.063
3 O -3.985 -4.388 3.825
4 O 3.765 -1.555 -1.231
5 O 0.048 1.257 3.905
6 O -4.656 4.701 2.358
7 O -2.578 -2.702 -3.399
8 O 1.687 0.868 -3.606
9 O -3.633 -3.139 2.039
10 O -4.145 3.446 0.660
11 O -4.132 -1.159 -3.019
12 O 1.331 -0.487 4.340
13 O 4.530 -1.205 0.779
14 O -2.942 3.110 2.422
15 O -2.232 -2.992 3.767
16 O 2.703 -2.486 0.278
17 O -4.564 -2.769 -4.531
18 O 0.232 2.665 -2.472
19 O -0.120 0.373 5.903
20 C 1.034 1.288 2.823
21 C 0.358 0.296 4.790
22 C 2.745 -2.251 -1.961
23 C -1.989 -1.732 -2.527
24 C 1.980 1.470 -0.988
25 C -1.586 -2.220 2.907
26 C -0.255 -3.143 2.532
27 C -2.834 2.882 -1.137
28 C -3.319 -3.508 3.274
29 C 3.723 2.937 -1.886
30 C 1.856 -2.568 -0.794
31 C 3.728 -1.680 0.037
32 C -2.293 2.391 1.400
33 C -3.115 -0.820 -2.233
34 C -3.948 3.819 1.852
35 C 3.508 -3.513 -2.594
36 C 3.083 2.477 -0.582
37 C 2.694 3.082 -2.931
38 C -2.590 -2.272 1.610
39 C -3.264 2.440 0.249
40 C -3.781 -2.207 -3.743
41 C 1.915 0.044 3.159
42 C -0.911 -0.887 -3.438
43 C 1.747 2.628 3.049
44 H -1.510 -2.347 -1.670
45 H 0.233 -2.590 1.700
46 H 2.125 2.466 4.230
47 H 0.861 -1.876 -0.772
48 H 4.525 2.294 -2.394
49 H 0.050 -1.423 -3.605
50 H 1.209 1.313 -0.445
51 H 0.193 -3.145 3.456
52 H 3.698 1.926 0.258
53 H -3.708 2.801 -1.933
54 H -2.056 2.272 -1.498
55 H -1.787 1.471 1.878
56 H 2.611 2.570 2.310
57 H 4.123 -3.341 -3.426
58 H 4.029 4.010 -1.677
59 H 0.921 3.511 2.885
60 H 2.702 3.399 0.006
61 H 2.332 0.561 -1.198
62 H -1.203 2.864 1.326
63 H 1.870 -0.566 2.272
64 H -1.294 -1.188 3.274
65 H -3.650 1.525 0.153
66 H -3.078 -1.241 1.194
67 H 1.283 -3.665 -0.945
68 H -2.133 -2.851 0.894
69 H -2.821 0.166 -2.517
70 H 4.137 -4.038 -1.902
71 H -0.184 -4.075 2.125
72 H 2.852 -4.286 -2.808
73 H 2.271 4.011 -2.856
74 H -2.384 3.888 -1.223
75 H 2.934 0.240 3.569
76 H 0.461 1.274 1.880
77 H -3.457 -0.966 -1.099
78 H 2.125 -1.633 -2.625
79 H 2.912 2.921 -3.840
80 H -0.402 -0.185 -2.948
81 H -1.219 -0.348 -4.277

- highest occupied orbital energy (eV) = -7.074
- frontier orbital gap (eV) = 9.0
- charge = -1
- relative energy (zero: lowest compared OMol25 entry of this formula, charge and spin) (kJ/mol) = 55.05
- lowest unoccupied orbital energy (eV) = 1.9



DFT (ωB97M-V with the def2-TZVPD basis set) results for a structure of composition C13H23Br2F5N2O8S2.

Cartesian coordinates (Å):
1 Br -0.927 -1.309 1.418
2 Br 1.829 -3.686 2.249
3 S -5.780 -2.290 -2.309
4 S -3.399 -1.178 -1.867
5 F -1.369 -3.297 -0.290
6 F -6.108 -3.786 -2.699
7 F -0.801 -4.079 2.374
8 F -3.791 -0.186 -3.043
9 F 0.127 -5.146 0.739
10 O -1.447 3.869 -0.041
11 O -3.768 -0.459 -0.686
12 O -6.452 -2.090 -1.069
13 O 4.895 -0.895 1.709
14 O 0.186 4.630 -1.362
15 O 2.525 -0.362 0.029
16 O -1.985 -1.356 -2.090
17 O -6.192 -1.532 -3.441
18 N -4.195 -2.475 -2.184
19 N 1.286 -0.009 -0.512
20 C 4.086 0.269 1.747
21 C -2.188 2.647 -0.256
22 C 4.152 0.829 3.155
23 C 0.113 -3.982 1.399
24 C 0.757 -2.518 -0.664
25 C 1.497 1.124 -1.471
26 C 2.638 -0.044 1.433
27 C -0.179 3.872 -0.503
28 C 0.786 2.914 0.176
29 C -0.295 -2.863 0.405
30 C 1.874 2.411 -0.775
31 C 0.604 -1.127 -1.234
32 C -3.109 2.413 0.922
33 H 4.477 1.013 1.044
34 H 2.063 3.158 -1.545
35 H 0.969 -1.123 -2.258
36 H 4.771 -1.338 0.864
37 H 1.249 3.466 0.995
38 H 0.626 0.322 0.201
39 H 0.549 -3.174 -1.508
40 H 2.813 2.307 -0.233
41 H -1.519 1.797 -0.418
42 H -3.892 1.703 0.675
43 H 3.606 0.181 3.840
44 H 2.333 0.799 -2.089
45 H -3.522 3.382 1.200
46 H 2.033 0.823 1.704
47 H 0.629 1.224 -2.120
48 H -2.789 2.754 -1.158
49 H -0.455 -0.865 -1.289
50 H 3.737 1.836 3.195
51 H 1.759 -2.780 -0.334
52 H 5.188 0.895 3.479
53 H 0.209 2.119 0.650
54 H -2.541 2.074 1.790
55 H 2.336 -0.884 2.057

- highest occupied orbital energy (eV) = -9.237
- frontier orbital gap (eV) = 8.8
- lowest unoccupied orbital energy (eV) = -0.4